[1]
Entry from the OMol25 dataset: an isolated molecule of C22H26N2O3S in a non-equilibrium geometry (ωB97M-V/def2-TZVPD).

Geometry as XYZ:
```
54
C22H26N2O3S ωB97M-V/def2-TZVPD
S -1.4005 0.5752 1.6227
O 4.2927 -2.7547 -1.6305
O -1.5014 1.7827 -1.7402
O 3.8102 -3.7854 0.3734
N -0.0032 2.7865 -0.3976
N 2.7603 2.4373 0.0603
C -7.1460 -1.9802 -0.4910
C 4.0584 1.8265 0.3139
C 0.5777 3.1288 0.8781
C 3.6500 -1.6998 1.7046
C -2.0766 1.8971 0.5632
C -1.1686 2.1491 -0.6247
C 3.8441 -2.4277 0.5570
C 4.0964 -3.9977 -0.9919
C 3.7512 -0.3143 1.6003
C -2.9842 -1.1610 0.1988
C -3.6036 -0.7187 -0.9639
C 0.9502 2.9367 -1.4776
C 2.1726 2.0582 -1.2107
C -5.6973 -1.6816 -0.2510
C -3.7354 -1.8589 1.1383
C 4.2330 -0.4391 -0.7619
C -5.0725 -2.1174 0.9130
C 4.1355 -1.8036 -0.6566
C -4.9447 -0.9806 -1.1831
C 4.0339 0.3180 0.3980
C 1.8041 2.2478 1.1340
C -1.5519 -0.8413 0.4626
H -0.1348 2.9989 1.6888
H -3.0490 1.5629 0.1986
H -7.5499 -1.3450 -1.2755
H 0.4605 2.6461 -2.4078
H 5.0087 -4.6088 -1.0867
H -7.2671 -3.0197 -0.7975
H -1.0349 -1.6566 0.9679
H 1.4732 1.1996 1.2236
H 2.2693 2.5487 2.0747
H -5.6443 -2.6623 1.6509
H -3.2648 -2.1925 2.0524
H -5.4119 -0.6289 -2.0919
H 4.4318 2.2463 1.2517
H 4.7236 2.1421 -0.4941
H -7.7262 -1.8314 0.4178
H 3.6130 0.2807 2.4901
H 3.2554 -4.5277 -1.4672
H 4.4649 0.0264 -1.7057
H 3.4315 -2.1820 2.6423
H -2.2013 2.7744 1.1942
H 1.8631 0.9988 -1.2259
H 1.2568 3.9857 -1.5307
H -1.0201 -0.5692 -0.4485
H 0.8932 4.1773 0.8373
H -3.0354 -0.1631 -1.6964
H 2.9101 2.2170 -1.9998
```

Its highest occupied orbital energy is -8.14 eV. As for the energy above the lowest of the compared OMol25 structures with the same formula, charge and spin: 35.7 kcal/mol. For the HOMO-LUMO gap, the calculation gives 0.323 hartree. As for the LUMO energy: 0.02387 hartree.

[2]
Entry from the OMol25 dataset: an isolated molecule of C2H4ClOP in a non-equilibrium geometry (ωB97M-V/def2-TZVPD).

Geometry as XYZ:
```
9
C2H4ClOP ωB97M-V/def2-TZVPD
Cl 0.9725 0.1356 0.8332
P 0.9811 -2.1715 -0.2810
O 1.5895 -1.7855 -1.5402
C -1.4745 0.8367 -0.0581
C -0.2976 1.2028 0.3793
H 0.0058 2.2635 0.3984
H -1.7876 -0.1791 -0.1017
H 2.0516 -2.0544 0.6610
H -2.0408 1.7520 -0.2909
```

Its highest occupied orbital energy is -9.15 eV. As for the energy above the lowest of the compared OMol25 structures with the same formula, charge and spin: 54.5 kcal/mol. For the HOMO-LUMO gap, the calculation gives 0.342 hartree. As for the LUMO energy: 0.00590 hartree.

[3]
Entry from the OMol25 dataset: a structure of composition C28H32MnN2O3Se (ωB97M-V/def2-TZVPD).

Geometry as XYZ:
```
67
C28H32MnN2O3Se ωB97M-V/def2-TZVPD
Se -0.2990 -1.5588 1.3540
Mn -1.0114 0.8128 -1.0568
O -0.1709 1.4011 -2.4016
O -1.5095 -0.8661 -1.1979
O 0.4582 0.1325 0.0179
N -1.3181 2.2219 0.2362
N -2.7868 1.3892 -1.6429
C -2.6128 2.9187 0.1549
C 3.1711 -2.8178 3.0310
C -0.3823 2.7023 0.9943
C 4.1356 -2.6549 5.3351
C 3.1200 2.4678 2.1657
C -0.5217 1.2605 -3.8124
C 2.3703 -3.1126 0.7041
C -3.0637 2.7837 -1.2864
C -3.4727 -0.7045 -2.5910
C -4.2292 -2.6875 -3.7345
C 3.0994 -2.2873 4.3285
C -4.3918 -1.3570 -3.4268
C 3.5055 1.2413 1.6205
C 1.3165 0.9177 0.6679
C -2.2406 -2.7700 -2.3550
C -2.3994 -1.4256 -2.0465
C 2.0569 -1.4112 4.6596
C 1.0794 -1.0781 3.7545
C -3.6580 0.6761 -2.2636
C 1.1191 -1.6837 2.4508
C 2.2238 -2.5305 2.0811
C -3.1494 -3.3892 -3.1933
C 0.7749 0.8957 -4.5168
C 1.8440 2.9277 1.9370
C 0.0020 -0.1106 4.1571
C 2.6201 0.4738 0.8830
C -1.1162 2.5432 -4.3437
C 0.9298 2.1737 1.1807
H -2.5135 3.9608 0.4562
H 3.8234 3.0578 2.7357
H 0.0112 0.7659 3.5058
H -0.4110 3.3657 -4.2193
H -4.1193 3.0237 -1.4088
H 5.1369 -2.5241 4.9217
H 1.5318 3.8900 2.3260
H 1.2067 -0.0115 -4.0964
H 0.1531 0.2209 5.1815
H -3.3195 2.4232 0.8221
H 4.5172 0.8851 1.7686
H -2.4723 3.4331 -1.9339
H -4.6009 1.1416 -2.5497
H -1.2302 0.4304 -3.8785
H -0.6108 3.6191 1.5381
H 0.5821 0.7280 -5.5766
H -1.2999 2.4193 -5.4111
H 2.9319 -0.4543 0.4259
H 4.0395 -3.7159 5.5816
H -5.2249 -0.7964 -3.8341
H 2.0264 -0.9894 5.6566
H -0.9856 -0.5624 4.0813
H 1.9634 -2.4636 -0.0678
H 3.4202 -3.3083 0.4913
H 4.0019 -3.4661 2.7774
H -2.0689 2.8061 -3.8774
H 1.4918 1.7112 -4.4219
H 1.8454 -4.0691 0.6467
H 4.0440 -2.0781 6.2516
H -4.9330 -3.1886 -4.3835
H -3.0226 -4.4377 -3.4280
H -1.4077 -3.3105 -1.9257
```

The expectation value of S² is 1.14. Its highest occupied orbital energy (spin up / spin down) is -14.32 / -14.37 eV. Its multiplicity is 2. As for the energy above the lowest of the compared OMol25 structures with the same formula, charge and spin: 5.8 kcal/mol. For the HOMO-LUMO gap (spin up / spin down), the calculation gives 0.245 / 0.254 hartree. The total charge is +2. As for the LUMO energy (spin up / spin down): -0.28086 / -0.27441 hartree.

[4]
Entry from the OMol25 dataset: a structure of composition C7H14N3OZr in a non-equilibrium geometry (ωB97M-V/def2-TZVPD).

Geometry as XYZ:
```
26
C7H14N3OZr ωB97M-V/def2-TZVPD
Zr 1.5311 1.5453 -1.8809
O -2.9024 -1.8317 3.0040
N -1.4112 -3.4891 2.5598
N 2.8869 1.5867 0.1422
N -0.1119 0.2510 -0.6931
C -0.4004 -1.9261 0.3356
C -1.2919 -1.4244 1.2931
C -0.2930 2.2494 -2.9558
C -1.6652 -0.0700 1.1609
C -1.9396 -2.2353 2.3765
C -1.0761 0.7190 0.1788
C 0.1540 -1.0810 -0.6196
H 0.0972 3.2678 -3.1921
H -1.1323 2.1505 -2.2536
H 2.3038 1.9101 0.9125
H -0.1206 -2.9938 0.3407
H -0.4834 -3.7248 2.2584
H 3.0490 1.1889 -2.7771
H 3.2611 0.6634 0.4005
H -0.3777 1.6339 -3.8952
H -1.3184 1.7845 0.1119
H -1.7738 -3.9962 3.3572
H -2.4092 0.3701 1.8435
H 0.8799 -1.4599 -1.3538
H 0.8654 2.6810 -0.7147
H 3.6789 2.2307 0.0602
```

Its highest occupied orbital energy is -12.49 eV. As for the energy above the lowest of the compared OMol25 structures with the same formula, charge and spin: 0.0 kcal/mol. For the HOMO-LUMO gap, the calculation gives 0.295 hartree. The total charge is +1. As for the LUMO energy: -0.16428 hartree.